# C3H4N2OS

C3H4N2OS in the gas phase in a non-equilibrium geometry (ωB97M-V with the def2-TZVPD basis set, the Open Molecules 2025 dataset).

Structure (XYZ):
```
11
Properties=species:S:1:pos:R:3:forces:R:3:nbo_charge:R:1
C 0.45785 0.45749 -1.18352 -1.4858 2.1259 -5.6805 -0.04
C 0.67027 -0.80680 -1.46645 1.1854 -2.5699 0.1760 -0.52
C -0.09355 -0.78221 0.97810 0.5508 2.2619 -0.2868 0.26
N -0.37770 -0.62266 2.13334 -0.7869 1.1595 -0.1926 -0.69
N 0.14164 0.93857 -0.07365 -1.3937 -0.9296 8.2658 -0.16
O -0.86110 1.95413 0.03536 -0.3693 -0.3470 0.8817 -0.57
S 0.58119 -1.88968 -0.10334 -0.0589 -0.5209 0.0764 0.35
H 0.18208 1.15382 -1.97383 0.7509 -0.0214 -0.7069 0.22
H 1.09890 -1.31744 -2.29978 -0.0496 0.4523 -0.7299 0.24
H -0.62111 -1.12928 2.94240 0.1311 -0.8060 0.4838 0.42
H -1.17847 2.04406 1.01137 1.5260 -0.8048 -2.2869 0.49
```
Forces are in eV/Å.

Output
max |F| = 8.43 eV/Å
highest occupied orbital energy = -7.34 eV
HOMO-LUMO gap = 7.87 eV